Here is 14 unconnected molecules or ions with the total composition C3H34NO13S in a non-equilibrium geometry from OMol25. Energies are from wB97M-V/def2-TZVPD.

Summary:
2S+1: 2
F_max in eV/A: 7.770
Lowest unoccupied orbital energy (alpha / beta) in eV: -0.1 / -3.1
HOMO level (alpha / beta) in Eh: -0.370 / -0.368
Relative energy (zero: lowest compared OMol25 entry of this formula, charge and spin) in eV: 2.765

Geometry as XYZ:
```
52
Properties=species:S:1:pos:R:3:forces:R:3
C -0.06451 3.84928 -0.80439 3.17 1.82 2.57
N 0.64884 2.76611 -0.12688 0.55 -0.84 -1.52
C 2.11596 2.88544 -0.40749 -1.20 0.99 1.83
C 2.70106 1.51518 -0.44950 3.02 -0.72 1.74
S 2.94002 0.77198 1.21486 -0.19 0.81 0.26
H -1.07946 3.84798 -0.64739 -2.39 -0.34 0.20
H 0.19903 3.87980 -1.83542 0.02 -0.06 -0.73
H 0.36530 4.75465 -0.24936 -0.88 -0.22 -1.36
H 0.54871 2.77923 0.87248 -0.35 0.33 0.28
H 2.28859 3.52067 -1.28270 -0.08 -0.54 -0.12
H 2.51844 3.48524 0.47846 0.14 -0.80 -1.20
H 3.85897 1.54953 -0.64952 -2.14 -0.29 -0.69
H 2.12865 0.67374 -0.85739 0.44 0.78 -1.39
H -0.15264 -0.65460 -1.96001 0.88 0.93 -1.78
H 0.51854 0.15963 -3.36417 -0.56 -1.67 3.34
O 0.57038 -0.10298 -2.35900 1.26 1.54 -1.70
H 1.96701 -2.47976 -3.08152 -0.26 0.11 -0.68
H 1.25042 -3.56872 -2.52472 -0.74 -1.51 2.01
O 1.35475 -3.18139 -3.36213 1.40 0.96 -1.13
H -1.55175 1.21014 -2.19324 2.64 -1.83 -0.28
H -2.98303 1.27069 -2.59813 -0.71 -0.58 -0.30
O -2.29907 1.71993 -2.13393 -1.86 4.05 0.34
H -2.56010 1.95375 2.30704 -0.96 0.24 2.67
H -2.76801 1.37112 3.69789 0.27 -3.93 1.90
O -2.83356 2.15858 3.27637 0.66 3.81 -4.43
H -1.96704 -0.35063 1.21562 -1.35 0.85 0.70
H -3.36814 -0.13681 0.77917 -1.05 0.01 -0.78
O -2.86930 -0.08589 1.58105 2.48 -0.85 -0.19
H -1.96991 -0.39974 -0.89639 1.41 0.75 0.31
H -2.00303 -0.59713 -2.48057 3.11 0.40 -4.90
O -2.36862 -0.66923 -1.69009 -5.85 -3.44 3.78
H 0.94099 -3.85960 2.01463 -1.04 -0.03 0.77
H -0.10458 -3.13193 2.98905 -0.10 -1.33 -1.48
O -0.01859 -3.85500 2.26650 1.42 1.10 0.55
H 0.36701 0.24142 -0.18307 -3.11 -0.63 -0.32
H -0.49587 1.32046 -0.40917 -0.68 -0.09 -0.03
O -0.66606 0.34209 -0.33052 4.39 1.04 2.58
H -0.28383 -1.95002 -4.48423 -0.42 0.06 1.03
H -0.65770 -2.40875 -3.09213 0.34 -1.91 1.24
O -0.72173 -1.67531 -3.64963 -1.22 1.30 -3.30
H -1.59990 -1.66720 2.65223 1.44 -0.41 3.25
H -0.54762 -1.08610 3.71626 0.31 1.20 0.15
O -1.11622 -1.83073 3.57758 -1.97 -0.43 -2.98
H 0.54891 1.65657 3.81605 0.04 -3.43 1.35
H 1.21563 0.18285 3.96702 1.68 -0.49 -0.71
O 0.49265 0.69811 4.25101 -1.63 3.77 -0.70
H 3.36639 -1.71274 1.64981 -0.71 -0.52 -0.05
H 1.98582 -1.53460 1.04209 0.51 -0.81 0.56
O 2.49453 -2.16007 1.60739 0.05 0.75 -0.44
H 0.21133 -3.50645 0.35062 -0.30 -0.08 0.15
H -0.64500 -4.27555 -0.62680 -0.52 -0.39 0.04
O 0.09733 -3.68323 -0.59362 0.64 0.53 -0.42
```
Positions in Å, forces in eV/Å.

***

Here is a molecular structure, C22H25F6INO4PS4SbScSeSi from OMol25. Energies are from wB97M-V/def2-TZVPD.

Summary:
2S+1: 2
Charge: -1
F_max in eV/A: 0.624
Lowest unoccupied orbital energy (alpha / beta) in eV: 1.7 / 0.8
HOMO level (alpha / beta) in Eh: -0.168 / -0.183
Relative energy (zero: lowest compared OMol25 entry of this formula, charge and spin) in eV: 0.557

Geometry as XYZ:
```
68
Properties=species:S:1:pos:R:3:forces:R:3
Sc 0.42564 0.80813 0.75980 0.47 -0.32 -0.22
O 5.99830 -3.25657 -1.42371 0.03 -0.02 -0.34
C 5.10807 -2.60870 -0.94610 0.07 -0.06 0.60
S 3.55093 -3.29661 -0.45549 -0.08 -0.04 -0.12
C 2.86225 -1.85488 0.26564 0.10 0.07 -0.03
C 3.67206 -0.70904 0.24057 -0.05 -0.11 -0.02
S 3.25453 0.78854 0.84994 -0.07 0.00 0.00
S 5.25229 -0.90432 -0.50448 0.03 0.09 -0.13
S 1.33090 -1.93669 0.93358 -0.14 0.13 0.06
O -2.57009 1.72612 -1.40148 -0.05 -0.02 -0.10
C -2.35295 1.13494 -0.35074 0.15 0.07 0.13
O -1.43823 1.45883 0.50544 -0.29 -0.02 -0.13
C -3.08547 -0.14527 0.00549 -0.26 0.03 -0.05
P -1.78714 -1.44372 -0.03160 0.15 -0.03 0.16
C -2.60956 -2.87396 0.74716 -0.07 -0.01 -0.13
C -3.58569 -3.63159 0.10344 0.00 0.03 -0.09
C -4.19312 -4.69231 0.75196 -0.01 -0.04 0.03
C -3.82918 -5.00756 2.05524 -0.01 -0.02 0.00
C -2.85457 -4.26337 2.70109 -0.03 -0.04 0.02
C -2.24238 -3.20359 2.04754 0.03 0.04 0.04
C -1.67627 -1.91851 -1.78666 -0.05 -0.01 0.00
C -2.32333 -1.24570 -2.81825 0.00 -0.01 0.00
C -2.08257 -1.59081 -4.14347 0.00 -0.01 0.03
C -1.19055 -2.60394 -4.44996 0.02 -0.03 -0.02
C -0.53433 -3.27743 -3.42529 -0.01 0.01 -0.03
C -0.77197 -2.93473 -2.10649 0.04 0.00 0.03
H -3.93927 -0.32222 -0.64965 0.02 -0.01 0.06
H -3.40858 -0.09602 1.04843 0.02 0.01 -0.05
H -3.86251 -3.39303 -0.91723 0.00 0.01 0.00
H -4.94963 -5.27402 0.24143 -0.02 -0.02 0.00
H -4.30272 -5.83858 2.56198 -0.01 -0.01 0.02
H -2.56215 -4.50837 3.71313 0.01 -0.01 0.03
H -1.47526 -2.62755 2.54953 0.03 0.02 0.00
H -2.98743 -0.42019 -2.60144 -0.04 0.01 0.01
H -2.58864 -1.05319 -4.93438 -0.01 0.02 -0.03
H -0.99637 -2.86582 -5.48181 0.01 0.00 -0.03
H 0.17512 -4.06079 -3.65541 0.03 -0.04 -0.02
H -0.23238 -3.44043 -1.31340 -0.01 0.00 0.03
F -0.58018 -0.23571 2.64823 0.06 -0.09 0.10
Sb 0.10999 0.77800 4.14566 0.07 0.08 0.20
F 0.62540 1.88012 2.60180 0.11 0.11 0.17
F 1.75089 -0.09789 3.92491 -0.06 -0.01 0.05
F 0.87409 2.00665 5.33374 -0.01 -0.04 -0.03
F -0.45312 -0.47417 5.41782 -0.04 -0.01 -0.03
F -1.52111 1.69167 4.22461 -0.03 -0.01 -0.03
C 3.29714 4.03436 2.22591 -0.02 -0.16 -0.08
Si 1.90454 4.60996 1.10779 0.05 0.24 0.34
C 0.46269 5.14323 2.18329 -0.05 -0.10 -0.07
C 2.50797 6.10664 0.14080 -0.01 -0.10 -0.03
Se 1.27704 3.08313 -0.38849 -0.07 -0.03 -0.35
H 3.75294 4.87613 2.74773 0.01 0.11 0.05
H 4.06960 3.52764 1.64446 0.03 0.04 0.02
H 2.93273 3.33021 2.97705 0.00 -0.01 -0.02
H 0.72446 5.99951 2.80585 0.05 0.08 0.06
H 0.14699 4.32774 2.83685 0.00 0.04 -0.03
H -0.38818 5.41627 1.55762 -0.03 0.02 -0.01
H 2.82303 6.90932 0.80848 0.01 0.06 0.08
H 1.71703 6.48585 -0.50636 -0.04 0.02 -0.04
H 3.35548 5.83353 -0.48868 0.04 -0.01 -0.04
N -0.17111 1.33198 -2.99160 0.26 -0.13 0.09
C 0.74055 0.58689 -2.39889 -0.48 0.37 -0.14
O 0.59191 0.17918 -1.23246 0.00 -0.12 0.11
C 2.03993 0.22459 -3.05003 0.09 0.01 -0.04
I 2.12446 0.40273 -5.16718 0.01 -0.02 0.01
H -0.97942 1.65874 -2.44726 0.05 -0.03 -0.07
H -0.00919 1.67035 -3.92547 -0.05 0.03 0.01
H 2.28410 -0.80089 -2.78742 0.01 0.01 -0.01
H 2.79159 0.89720 -2.63316 0.00 -0.04 -0.01
```
Positions in Å, forces in eV/Å.

***

Here is Cl3H5Si3 in the gas phase in a non-equilibrium geometry from OMol25. Energies are from wB97M-V/def2-TZVPD.

Summary:
F_max in eV/A: 1.560
Lowest unoccupied orbital energy in eV: 0.2
HOMO level in Eh: -0.378
Relative energy (zero: lowest compared OMol25 entry of this formula, charge and spin) in eV: 0.027

Geometry as XYZ:
```
11
Properties=species:S:1:pos:R:3:forces:R:3
Si -0.46981 -0.89314 0.10557 1.27 0.90 -0.14
Si 1.39920 0.80987 -0.27404 -1.25 -0.74 0.19
Si 3.56754 0.01076 -0.07797 0.07 -0.31 0.03
Cl 5.03389 1.28854 -0.67465 0.00 0.31 -0.09
Cl 3.78535 -1.66395 -1.22488 -0.10 -0.19 -0.19
Cl 4.03604 -0.54102 1.82744 -0.10 0.00 0.28
H -1.28633 -0.51788 1.25937 -0.06 0.19 0.23
H 0.11168 -2.20983 0.35529 0.18 -0.25 0.04
H -1.34008 -0.97658 -1.06567 -0.07 0.09 -0.30
H 1.27753 1.36175 -1.62993 0.04 -0.05 -0.28
H 1.23928 1.96739 0.62020 0.03 0.04 0.24
```
Positions in Å, forces in eV/Å.

***

Here is C6H6 in the gas phase in a non-equilibrium geometry from OMol25. Energies are from wB97M-V/def2-TZVPD.

Summary:
F_max in eV/A: 3.482
Lowest unoccupied orbital energy in eV: 0.9
HOMO level in Eh: -0.299
Relative energy (zero: lowest compared OMol25 entry of this formula, charge and spin) in eV: 6.330

Geometry as XYZ:
```
12
Properties=species:S:1:pos:R:3:forces:R:3
C 0.10370 1.76965 0.82647 -2.87 -0.83 -1.79
C -1.39663 1.39763 0.61351 1.49 0.07 -0.77
C 0.43257 1.54342 -0.57399 1.68 -0.02 -0.66
C -0.94960 1.18081 -0.84427 0.51 1.11 2.82
C -0.18854 0.36658 0.24017 -0.60 -0.36 -0.01
C 0.17383 -1.08248 0.51680 1.10 1.69 -2.59
H 0.65218 1.78132 1.69241 1.37 0.44 1.82
H 1.40227 1.51861 -1.13261 -1.06 -0.12 0.49
H -1.41569 0.76445 -1.66298 -0.86 -0.87 -1.55
H 1.21044 -1.03798 0.87091 0.18 -0.58 -0.76
H -0.03136 -1.63570 -0.46740 0.66 0.30 1.83
H -0.32217 -1.43817 1.35409 -1.60 -0.82 1.17
```
Positions in Å, forces in eV/Å.

***

What is the formula in the first record?
C3H34NO13S

***

Which value of relative energy (zero: lowest compared OMol25 entry of this formula, charge and spin) does entry 1 give?
2.765 eV

***

Which of these has the highest relative energy (zero: lowest compared OMol25 entry of this formula, charge and spin)?
C6H6

***

Please write out number 3 again, unchanged.
Here is Cl3H5Si3 in the gas phase in a non-equilibrium geometry from OMol25. Energies are from wB97M-V/def2-TZVPD.

Summary:
F_max in eV/A: 1.560
Lowest unoccupied orbital energy in eV: 0.2
HOMO level in Eh: -0.378
Relative energy (zero: lowest compared OMol25 entry of this formula, charge and spin) in eV: 0.027

Geometry as XYZ:
```
11
Properties=species:S:1:pos:R:3:forces:R:3
Si -0.46981 -0.89314 0.10557 1.27 0.90 -0.14
Si 1.39920 0.80987 -0.27404 -1.25 -0.74 0.19
Si 3.56754 0.01076 -0.07797 0.07 -0.31 0.03
Cl 5.03389 1.28854 -0.67465 0.00 0.31 -0.09
Cl 3.78535 -1.66395 -1.22488 -0.10 -0.19 -0.19
Cl 4.03604 -0.54102 1.82744 -0.10 0.00 0.28
H -1.28633 -0.51788 1.25937 -0.06 0.19 0.23
H 0.11168 -2.20983 0.35529 0.18 -0.25 0.04
H -1.34008 -0.97658 -1.06567 -0.07 0.09 -0.30
H 1.27753 1.36175 -1.62993 0.04 -0.05 -0.28
H 1.23928 1.96739 0.62020 0.03 0.04 0.24
```
Positions in Å, forces in eV/Å.